(1)
Density functional theory data (ωB97M-V/def2-TZVPD) for a 2-piece molecular cluster, C4H4FNO overall.

Its energy relative to the best compared isomer or geometry (same formula, charge and spin) is 313.09 kJ/mol. The calculation puts the largest force on an atom at 7.1 eV/A. The value obtained for the total energy is -384.55633 hartree.

The geometry in ORCA input format:
```
! RIJCOSX wB97M-V def2-TZVPD def2/J DEFGRID3
* xyz 0 1
C 0.777 0.469 -0.086
C -0.469 0.707 -0.672
C -1.337 -0.206 -0.256
C 0.594 -0.711 0.723
H 1.867 2.269 -0.319
H -0.666 1.350 -1.581
H -2.384 -0.431 -0.533
H -1.180 -2.009 0.917
N -0.715 -1.060 0.634
O 2.107 0.906 -0.363
F 1.406 -1.284 1.535
*
```

(2)
Density functional theory data (ωB97M-V/def2-TZVPD) for the molecule C4H4FNS.

Its SMILES is N=C=CS/C=C/F. Its energy relative to the best compared isomer or geometry (same formula, charge and spin) is 232.62 kJ/mol. The calculation puts the largest force on an atom at 3.8 eV/A. The value obtained for the total energy is -707.51638 hartree.

The geometry in ORCA input format:
```
! RIJCOSX wB97M-V def2-TZVPD def2/J DEFGRID3
* xyz 0 1
N -1.725 1.500 -0.566
C -1.338 0.420 -0.187
C -1.360 -0.786 0.261
S -0.065 -1.772 -0.519
C 1.547 -1.123 0.161
C 2.034 0.027 -0.376
F 3.133 0.632 0.011
H -1.446 2.446 -0.607
H -1.718 -1.005 1.267
H 1.990 -1.674 1.051
H 1.513 0.524 -1.273
*
```

(3)
Density functional theory data (ωB97M-V/def2-TZVPD) for a 2-piece molecular cluster, C4H4FNS2 overall.

Its energy relative to the best compared isomer or geometry (same formula, charge and spin) is 353.35 kJ/mol. The calculation puts the largest force on an atom at 3.8 eV/A. The value obtained for the total energy is -1105.66791 hartree.

The geometry in ORCA input format:
```
! RIJCOSX wB97M-V def2-TZVPD def2/J DEFGRID3
* xyz 0 1
C 0.441 0.760 0.130
C 0.155 0.647 -1.176
C -0.520 -0.655 -1.407
C -0.375 -1.407 -0.360
H 0.026 3.688 0.768
H 0.362 1.282 -2.093
H -0.844 -0.984 -2.293
H -0.359 -0.991 2.865
N 0.135 -0.579 0.687
F -0.809 -2.692 -0.142
S 1.131 2.130 0.917
S 0.656 -1.199 2.104
*
```

(4)
Density functional theory data (ωB97M-V/def2-TZVPD) for C4H4FeO6 as an isolated structure.

Its energy relative to the best compared isomer or geometry (same formula, charge and spin) is 55.50 kJ/mol. The calculation puts the largest force on an atom at 2.3 eV/A. The value obtained for the total energy is -1869.08346 hartree.

The geometry in ORCA input format:
```
! RIJCOSX wB97M-V def2-TZVPD def2/J DEFGRID3
* xyz 2 7
O 3.144 -0.569 -0.496
C 2.159 0.038 0.008
O 2.312 1.186 0.516
O 0.983 -0.562 -0.019
O -0.840 -1.104 1.139
C -1.822 -1.352 0.190
C -0.057 -0.044 0.769
Fe 4.157 0.960 0.094
H -2.798 -1.492 0.658
H -1.443 -1.840 -0.715
H 0.261 0.620 1.575
C -1.468 0.615 -0.320
O -2.165 1.451 0.195
H -1.305 1.477 -2.000
O -1.118 0.616 -1.596
*
```

(5)
Density functional theory data (ωB97M-V/def2-TZVPD) for C4H4HgLiO3 as an isolated structure.

Its energy relative to the best compared isomer or geometry (same formula, charge and spin) is 82.42 kJ/mol. The calculation puts the largest force on an atom at 1.0 eV/A. The value obtained for the total energy is -541.10633 hartree.

The geometry in ORCA input format:
```
! RIJCOSX wB97M-V def2-TZVPD def2/J DEFGRID3
* xyz 1 3
O 1.497 0.711 -0.270
C 1.981 -0.489 0.115
C 0.996 -1.322 0.887
O 1.283 -2.057 1.821
Hg -0.162 2.094 -0.735
H 2.332 -1.140 -0.733
H -0.050 -1.311 0.510
Li 2.725 -2.592 2.833
H 2.863 -0.426 0.804
O -3.848 0.423 -2.410
C -2.825 2.065 -0.869
C -3.446 1.240 -1.700
H -3.346 2.803 -0.255
*
```

(6)
Density functional theory data (ωB97M-V/def2-TZVPD) for C4H4HgO2 as an isolated structure.

Its energy relative to the best compared isomer or geometry (same formula, charge and spin) is 227.80 kJ/mol. The calculation puts the largest force on an atom at 4.5 eV/A. The value obtained for the total energy is -457.06581 hartree.

The geometry in ORCA input format:
```
! RIJCOSX wB97M-V def2-TZVPD def2/J DEFGRID3
* xyz 3 2
O 0.460 -1.122 -2.885
C 0.409 -0.190 -2.089
C -0.132 0.090 -0.981
C -0.521 0.677 0.258
C -0.443 -0.166 1.489
H -1.271 1.471 0.218
H -1.163 0.062 2.276
H -0.031 -1.173 1.426
H -0.111 -1.900 -2.451
Hg 2.304 1.375 1.501
O 0.500 0.875 1.237
*
```

(7)
Density functional theory data (ωB97M-V/def2-TZVPD) for the molecule C4H4I2Si.

Its SMILES is IC1=CC=C[Si@@H]1I. Its energy relative to the best compared isomer or geometry (same formula, charge and spin) is 123.25 kJ/mol. The calculation puts the largest force on an atom at 4.0 eV/A. The value obtained for the total energy is -1039.63070 hartree.

The geometry in ORCA input format:
```
! RIJCOSX wB97M-V def2-TZVPD def2/J DEFGRID3
* xyz 0 1
I 2.275 2.431 0.538
C 0.771 0.970 0.231
C 0.019 0.455 1.271
C -0.978 -0.458 0.871
C -0.984 -0.957 -0.375
Si 0.276 0.129 -1.297
I 2.482 -1.957 -2.032
H 0.023 0.706 2.362
H -1.829 -0.715 1.549
H -1.771 -1.601 -0.866
H -0.283 0.998 -2.251
*
```

(8)
Density functional theory data (ωB97M-V/def2-TZVPD) for C4H4InO5 as an isolated structure.

Its energy relative to the best compared isomer or geometry (same formula, charge and spin) is 0.00 kJ/mol. The calculation puts the largest force on an atom at 6.1 eV/A. The value obtained for the total energy is -719.70986 hartree.

The geometry in ORCA input format:
```
! RIJCOSX wB97M-V def2-TZVPD def2/J DEFGRID3
* xyz 3 1
In 0.026 0.000 -0.150
O -0.009 3.427 0.107
C 0.014 2.279 0.037
C 0.019 -2.280 0.036
O -0.001 -3.427 0.107
C 2.338 0.003 0.003
O 3.477 0.004 0.043
C -2.306 -0.002 -0.195
O -3.410 -0.004 0.067
H -0.009 0.430 -2.034
H -0.008 -0.430 -2.034
O -0.904 -0.004 2.439
H -0.300 -0.767 2.512
H -0.334 0.786 2.502
*
```

(9)
Density functional theory data (ωB97M-V/def2-TZVPD) for C4H4LaLiO5 as an isolated structure.

Its energy relative to the best compared isomer or geometry (same formula, charge and spin) is 596.62 kJ/mol. The calculation puts the largest force on an atom at 7.5 eV/A. The value obtained for the total energy is -569.39089 hartree.

The geometry in ORCA input format:
```
! RIJCOSX wB97M-V def2-TZVPD def2/J DEFGRID3
* xyz 2 1
O -1.503 2.629 -0.906
C -1.269 1.443 -0.494
O -2.113 0.549 -0.412
O 0.040 1.278 -0.231
C 0.546 0.757 1.015
C 1.369 -0.497 0.822
H -0.278 0.580 1.717
H 1.135 1.567 1.462
H 1.458 -1.507 1.245
H 2.237 -0.244 1.454
O 1.789 -0.782 -0.737
O 0.480 -2.564 -1.051
C 1.494 -1.899 -1.371
Li -3.557 1.264 -1.792
La -1.829 -2.571 -0.720
*
```

(10)
Density functional theory data (ωB97M-V/def2-TZVPD) for the molecule C4H4N2.

Its SMILES is [H]/N=C1\C=CC=N1. Its energy relative to the best compared isomer or geometry (same formula, charge and spin) is 174.99 kJ/mol. The calculation puts the largest force on an atom at 3.3 eV/A. The value obtained for the total energy is -264.25978 hartree.

The geometry in ORCA input format:
```
! RIJCOSX wB97M-V def2-TZVPD def2/J DEFGRID3
* xyz 0 1
H 0.989 2.084 1.434
N 0.544 2.123 0.449
C 0.360 0.912 0.061
C 0.271 -0.426 0.805
C -0.330 -1.239 -0.068
C -0.471 -0.459 -1.350
N -0.096 0.733 -1.240
H 0.435 -0.556 1.883
H -0.833 -2.234 0.352
H -0.869 -0.937 -2.325
*
```

(11)
Density functional theory data (ωB97M-V/def2-TZVPD) for the molecule C4H4N2.

Its SMILES is c1cn2c(n1)C2. Its energy relative to the best compared isomer or geometry (same formula, charge and spin) is 432.75 kJ/mol. The calculation puts the largest force on an atom at 6.6 eV/A. The value obtained for the total energy is -264.16161 hartree.

The geometry in ORCA input format:
```
! RIJCOSX wB97M-V def2-TZVPD def2/J DEFGRID3
* xyz 0 1
C -1.796 0.134 -0.111
C -0.646 0.811 -0.462
N 0.356 -0.133 -0.636
C -0.137 -1.374 -0.362
N -1.631 -1.165 0.134
C 1.182 -1.083 0.107
H -2.668 0.704 0.082
H -0.716 1.889 -0.833
H 1.345 -0.848 1.104
H 1.922 -1.424 -0.563
*
```

(12)
Density functional theory data (ωB97M-V/def2-TZVPD) for the molecule C4H4N2.

Its SMILES is C#C[C@H](N)C#N. Its energy relative to the best compared isomer or geometry (same formula, charge and spin) is 363.72 kJ/mol. The calculation puts the largest force on an atom at 3.5 eV/A. The value obtained for the total energy is -264.18790 hartree.

The geometry in ORCA input format:
```
! RIJCOSX wB97M-V def2-TZVPD def2/J DEFGRID3
* xyz 0 1
C -0.854 1.437 1.639
C -0.471 0.540 0.927
C 0.130 -0.486 0.062
N 1.182 0.035 -0.890
C -0.841 -1.376 -0.599
N -1.514 -2.115 -1.186
H -1.198 2.231 2.273
H 1.101 -0.937 0.366
H 1.111 -0.344 -1.814
H 1.355 1.014 -0.778
*
```